(1)
DFT (wB97M-V/def2-TZVPD) results for the molecule C5H5NOS at a distorted geometry.

Structure (XYZ):
```
13
Properties=species:S:1:pos:R:3:forces:R:3
O 0.00493 2.03824 -0.23172 0.94 -3.20 0.84
C 0.61078 0.95358 -0.04028 1.70 0.75 -0.18
C 2.14020 0.77488 0.14778 0.48 0.13 1.25
C 2.47591 -0.60319 0.07756 -2.79 3.79 0.73
N 1.34281 -1.37251 -0.22632 -1.12 -2.94 2.76
C 0.14836 -0.52243 -0.02791 2.38 0.32 -1.69
C -1.04001 -1.07673 -0.13775 -1.14 3.58 1.20
S -2.48212 -0.08394 0.11241 0.16 1.48 0.19
H 2.84640 1.68135 0.60436 -1.93 -2.72 -1.81
H 3.43030 -0.94926 0.37831 0.59 -0.85 -0.23
H 1.15350 -2.43261 0.32208 1.35 4.21 -2.10
H -1.21071 -2.09514 -0.13256 -0.35 -1.97 -0.36
H -1.95620 1.28366 0.35081 -0.29 -2.57 -0.61
```
Positions in Å, forces in eV/Å.

- energy relative to the best compared isomer or geometry (same formula, charge and spin) (eV) = 3.226
- gap between HOMO and LUMO (eV) = 8.086
- total charge = 0
- LUMO (eV) = -0.313
- structure (SMILES) = O=C1C=CN/C1=C/S

(2)
DFT (wB97M-V/def2-TZVPD) results for a structure of composition C23H35N3O5ReS at a distorted geometry.

Structure (XYZ):
```
68
Properties=species:S:1:pos:R:3:forces:R:3
Re 0.62456 0.62149 -0.33035 -1.37 0.02 0.42
C -3.96120 -0.51821 -0.76376 0.09 0.01 -0.16
C -2.77466 -0.04492 0.02794 -0.08 -0.08 0.19
C -2.08744 -0.91191 0.87576 -0.27 0.17 -0.18
C -2.45515 -2.36589 0.91090 0.12 0.02 0.04
C -1.07364 -0.42222 1.74524 0.65 0.25 -0.46
C -0.43096 -1.36461 2.71813 -0.07 -0.15 -0.06
C -0.77406 0.96374 1.77624 -0.33 -0.17 -0.02
C -0.08895 1.60927 2.95435 0.13 0.01 -0.05
C -1.41174 1.82565 0.84428 0.46 -0.44 -0.43
C -1.22297 3.30948 0.96889 0.11 0.07 -0.07
C -2.36221 1.28872 -0.08221 0.02 -0.09 0.10
C -2.93816 2.16996 -1.13829 0.09 0.03 -0.03
H -3.66264 -0.83806 -1.76718 -0.05 -0.03 0.01
H -4.68643 0.28259 -0.88761 -0.03 -0.03 0.01
H -4.46498 -1.34784 -0.27682 -0.02 0.01 0.00
H -1.60204 -2.98462 1.17709 -0.05 -0.06 0.05
H -2.84212 -2.71007 -0.04515 -0.02 0.03 0.00
H -3.23032 -2.54026 1.66304 0.01 -0.04 -0.01
H -1.17763 -1.71454 3.43563 0.04 0.01 0.04
H 0.38405 -0.91181 3.26981 -0.03 -0.01 0.05
H -0.03190 -2.24601 2.21619 -0.01 0.02 0.00
H 0.48073 2.48738 2.66019 -0.02 0.00 0.03
H 0.56470 0.94331 3.50799 0.02 -0.01 -0.03
H -0.86814 1.93995 3.64687 0.02 0.00 0.01
H -0.20081 3.60402 0.72076 -0.03 0.04 0.06
H -1.40989 3.62218 1.99624 -0.05 -0.01 0.00
H -1.89386 3.86366 0.32280 0.01 0.00 -0.01
H -3.78367 2.74614 -0.74889 0.01 0.00 0.00
H -3.28642 1.59770 -1.99427 -0.03 -0.01 0.03
H -2.18973 2.87965 -1.48822 -0.06 0.03 -0.02
N 2.19535 0.91393 -1.88429 -0.44 -0.57 0.55
C 1.71812 1.72563 -3.02246 -0.55 0.29 0.00
C 0.42261 2.45039 -2.62757 0.62 -0.09 -1.12
O -0.16214 3.13830 -3.40656 -0.11 -0.03 0.37
O 0.05504 2.21051 -1.38088 0.67 -0.75 1.09
H 2.96116 1.39014 -1.41612 0.08 -0.06 0.02
H 2.53703 0.00802 -2.19671 0.15 0.07 -0.09
H 1.48878 1.10498 -3.88601 0.10 -0.10 0.04
H 2.44459 2.47759 -3.32290 0.10 -0.08 0.00
C 4.61223 2.46991 3.31913 0.08 0.28 0.10
N 3.84457 1.43865 2.61659 -0.02 -0.06 -0.05
C 4.05641 0.12713 2.81619 -0.10 -0.01 -0.10
C 3.33852 -0.84869 2.17773 -0.21 -0.23 -0.12
C 2.35906 -0.39665 1.28725 0.60 0.79 0.36
O 1.54079 -1.08808 0.54858 -0.25 0.74 -1.24
N 2.16321 0.91942 1.08243 -0.02 -0.15 0.12
C 2.86492 1.90967 1.72135 -0.08 0.14 -0.01
O 2.66776 3.08714 1.54188 0.06 -0.06 0.01
H 5.38519 2.00379 3.92219 -0.03 -0.08 -0.03
H 3.94859 3.05368 3.95428 -0.01 -0.05 0.00
H 5.06208 3.14761 2.59748 0.01 -0.06 -0.02
H 4.84243 -0.13069 3.51346 0.00 0.07 0.03
H 3.51421 -1.90092 2.33332 0.06 0.03 0.06
O -0.50867 -0.63136 -1.71724 -0.23 0.58 0.69
S 0.18132 -1.69406 -2.59866 -0.07 -0.45 -0.02
C -1.13453 -2.28747 -3.70257 0.18 0.08 -0.17
C -0.98143 -3.80063 -3.71518 0.06 -0.06 0.13
C -0.77829 -4.22391 -2.25917 -0.08 -0.05 -0.08
C 0.21017 -3.24502 -1.62476 0.09 -0.03 -0.09
H -1.01105 -1.82317 -4.67902 -0.01 0.06 0.03
H -2.07271 -1.95759 -3.25348 0.05 0.03 0.10
H -0.12415 -4.09136 -4.32557 -0.01 0.00 -0.01
H -1.86456 -4.26987 -4.14566 0.01 0.04 -0.06
H -0.39655 -5.24136 -2.19660 -0.03 0.00 0.05
H -1.73315 -4.19733 -1.73247 0.02 0.03 0.02
H 1.23655 -3.60979 -1.65653 0.00 0.04 -0.03
H -0.02578 -2.97248 -0.59706 0.05 0.12 -0.02
```
Positions in Å, forces in eV/Å.

- energy relative to the best compared isomer or geometry (same formula, charge and spin) (eV) = 0.825
- gap between HOMO and LUMO (alpha / beta) (eV) = 6.131 / 6.630
- total charge = +2
- multiplicity = 2
- LUMO (alpha / beta) (eV) = -8.403 / -7.723

(3)
DFT (wB97M-V/def2-TZVPD) results for a structure of composition C35H25F9IrN3OP at a distorted geometry.

Structure (XYZ):
```
75
Properties=species:S:1:pos:R:3:forces:R:3
Ir 0.55875 1.48959 -1.14010 5.46 -12.00 -5.20
C -2.24943 4.32210 -1.50581 0.22 -0.14 0.01
C -1.31760 3.15363 -1.57612 -5.20 0.15 -5.03
N -0.35058 2.98325 -0.77234 1.97 2.52 4.59
N 0.23734 3.56260 0.29012 0.01 0.39 0.21
C 1.27416 2.80993 0.67121 2.16 4.73 5.87
O 1.79597 1.71874 0.26354 0.06 -0.02 -0.81
C 2.06953 3.32100 1.87956 -1.20 -0.09 -1.28
C 3.19130 2.67034 2.42930 0.99 -0.48 0.55
C 3.86945 3.19607 3.53528 -0.35 -1.71 -1.77
C 3.43942 4.38615 4.11655 -0.39 1.01 0.47
C 2.33280 5.04973 3.59261 -0.92 -0.05 -0.93
C 1.65711 4.52122 2.48651 -0.01 1.97 1.66
C -1.46781 2.05142 -2.65060 -0.38 3.08 1.43
C -2.49642 2.14072 -3.58188 -0.38 -0.75 -0.93
C -2.61549 1.13615 -4.54386 -0.35 0.93 0.49
C -1.71366 0.07410 -4.55516 0.69 -0.28 0.52
C -0.71166 0.04376 -3.60030 0.39 -0.77 -0.44
N -0.56157 0.98796 -2.65882 -2.13 2.65 -0.56
H -1.97366 4.98360 -0.67964 -0.01 -0.15 -0.14
H -3.27204 3.97187 -1.34109 -0.01 0.13 -0.09
H -2.19979 4.89309 -2.43688 -0.16 0.01 0.07
H 3.53999 1.74014 1.98727 -0.06 0.19 0.07
H 4.73006 2.66747 3.93220 -0.10 0.06 -0.06
H 3.96469 4.79408 4.97390 -0.04 -0.02 -0.07
H 1.98740 5.97788 4.03615 0.06 -0.14 -0.06
H 0.79538 5.05103 2.08954 0.17 -0.12 0.05
H -3.19922 2.96357 -3.57711 0.12 -0.02 0.08
H -3.41015 1.18240 -5.28258 0.11 0.04 0.11
H -1.78819 -0.71599 -5.29319 0.11 0.07 0.14
H 0.01866 -0.75844 -3.56068 -0.11 0.10 -0.15
F 2.35256 -6.11294 -3.60810 -0.41 0.97 -0.07
C 1.92320 -4.98881 -4.24525 0.66 -1.44 -1.36
F 2.96972 -4.57218 -5.01250 -0.79 0.12 0.83
F 0.96189 -5.39688 -5.11936 0.36 0.58 0.87
C 1.43811 -3.93514 -3.28046 -0.44 0.51 0.56
C 0.11281 -3.93411 -2.81915 0.18 0.06 -0.04
C -0.33017 -2.97065 -1.90154 -0.02 -0.23 -0.10
C 0.54372 -1.99662 -1.40988 0.57 -0.34 -0.67
C 1.87095 -2.00273 -1.88210 -0.01 -0.14 -0.05
C 2.31511 -2.95934 -2.79779 -0.02 0.10 0.09
P 0.09741 -0.70722 -0.22049 -0.06 -1.54 0.55
C -1.66124 -0.88422 0.16105 -0.93 0.52 -0.20
C -2.55464 -0.01446 -0.48851 -0.41 -0.05 0.28
C -3.91500 0.00402 -0.16480 0.11 -0.06 0.02
C -4.42373 -0.85654 0.81441 0.84 -0.06 -0.13
C -3.54426 -1.74416 1.44890 0.01 0.14 -0.15
C -2.18201 -1.75868 1.12241 -0.12 -0.02 0.18
C -5.87529 -0.77905 1.21883 -1.96 -0.13 0.52
F -6.10425 0.20625 2.13085 0.56 -0.52 -0.62
F -6.33987 -1.92769 1.78448 0.82 0.73 -0.47
F -6.70599 -0.51802 0.17109 0.97 -0.10 0.45
C 0.94404 -1.22989 1.30624 0.60 0.50 0.56
C 1.32031 -2.55326 1.57932 0.05 -0.05 0.04
C 2.00002 -2.88172 2.75768 -0.04 0.17 0.04
C 2.33114 -1.89169 3.69185 -0.42 0.25 -0.71
C 1.94454 -0.57057 3.43383 -0.07 -0.11 -0.10
C 1.26200 -0.24595 2.25622 0.06 -0.22 0.37
C 3.05911 -2.25265 4.96319 0.95 -0.69 1.57
F 3.72930 -1.20368 5.51690 -0.62 -0.36 -0.69
F 2.21680 -2.71123 5.92946 0.28 0.40 -0.92
F 3.98900 -3.23198 4.78188 -0.85 0.72 -0.30
H -0.58827 -4.68744 -3.17643 0.18 0.17 0.06
H -1.36830 -3.00649 -1.57918 0.15 0.05 0.00
H 2.58350 -1.25615 -1.53149 -0.12 -0.11 -0.03
H 3.35196 -2.93402 -3.13142 -0.28 -0.04 0.03
H -2.19291 0.68863 -1.23816 -0.44 -0.49 0.57
H -4.57180 0.71237 -0.66870 0.08 -0.22 0.11
H -3.91055 -2.41906 2.22139 0.05 0.15 -0.23
H -1.53706 -2.45062 1.65851 -0.04 0.14 -0.09
H 1.08923 -3.35585 0.88220 0.07 0.18 0.04
H 2.27753 -3.91968 2.93864 -0.04 0.27 -0.03
H 2.17918 0.21956 4.14596 -0.04 -0.24 -0.11
H 0.98702 0.79416 2.08564 -0.04 -0.48 0.23
H 1.82045 1.86722 -2.25317 -0.12 -0.37 0.32
```
Positions in Å, forces in eV/Å.

- gap between HOMO and LUMO (alpha / beta) (eV) = 5.456 / 4.724
- total charge = +2
- multiplicity = 6
- LUMO (alpha / beta) (eV) = -6.410 / -10.359

Which of these has the lowest total charge? C5H5NOS